# 1
{
  "formula": "C4H6Br2N2O2",
  "method": "the ωB97M-V functional and the def2-TZVPD basis",
  "charge": 0,
  "lumo_energy_ev": 0.382,
  "relative_energy_kcal_mol": 55.0,
  "homo_energy_ev": -9.04,
  "species": ["C", "C", "C", "C", "N", "N", "O", "O", "Br", "Br", "H", "H", "H", "H", "H", "H"],
  "positions_angstrom": [[-1.605, -0.074, -0.243], [0.582, 0.406, -1.469], [0.177, 0.122, 1.516], [1.514, 0.229, -0.234], [-0.755, -0.223, -1.285], [-0.989, 0.724, 0.803], [-2.745, -0.479, -0.229], [0.054, -1.181, 1.991], [2.109, -1.675, -0.219], [2.797, 1.563, 0.100], [0.457, 1.572, -1.605], [0.790, -0.063, -2.401], [0.698, 0.775, 2.176], [-0.915, -1.049, -1.767], [-1.705, 0.933, 1.495], [-0.464, -1.581, 1.372]],
  "forces_ev_per_a": [[0.8, 1.2, 0.6], [-1.7, 2.4, 1.6], [0.2, -0.5, -4.1], [-2.6, -2.3, 1.7], [1.1, 1.3, 1.1], [0.1, -1.2, 1.4], [0.3, 0.0, 0.4], [2.4, 4.1, 1.9], [0.3, 1.0, -0.2], [0.1, -0.1, -0.2], [0.1, -2.3, 0.1], [1.6, 0.0, -0.7], [0.1, 0.3, 0.5], [-0.3, -1.4, -1.4], [-0.1, 0.1, -0.1], [-2.4, -2.5, -2.6]],
  "lowdin_charge": [-0.561, -0.293, -0.198, -1.117, 0.065, 0.085, 0.087, 0.012, 0.627, 0.689, 0.141, 0.092, 0.106, 0.112, 0.129, 0.025]
}

=====

# 2
{
  "formula": "C4H6Br2O",
  "method": "the ωB97M-V functional and the def2-TZVPD basis",
  "charge": 0,
  "lumo_energy_ev": 0.230,
  "relative_energy_kcal_mol": 50.0,
  "homo_energy_ev": -10.36,
  "species": ["C", "C", "Br", "Br", "C", "C", "O", "H", "H", "H", "H", "H", "H"],
  "positions_angstrom": [[1.143, -1.095, -0.376], [-0.383, -0.768, -0.543], [-1.424, -1.810, 0.849], [-1.173, -1.004, -2.291], [-0.600, 0.747, -0.209], [-0.240, 1.378, 1.043], [0.357, 1.843, -0.221], [1.168, -1.134, 0.764], [1.695, -0.319, -0.878], [1.105, -2.068, -0.746], [-1.473, 1.241, -0.712], [-0.795, 2.027, 1.637], [0.620, 0.963, 1.682]],
  "forces_ev_per_a": [[-3.4, 0.6, 2.0], [0.6, 2.3, 1.0], [0.5, 0.5, -0.9], [0.4, -0.4, 0.1], [-2.0, 1.2, -0.5], [3.8, -1.1, 0.1], [-0.1, -1.4, 0.6], [0.9, 0.2, -1.6], [0.6, -0.1, -0.1], [1.4, -1.7, -0.7], [0.3, -1.3, 0.7], [-1.4, 1.2, 0.3], [-1.5, 0.0, -1.0]],
  "lowdin_charge": [-0.127, -1.155, 0.634, 0.705, -0.445, -0.111, -0.064, 0.081, 0.085, 0.039, 0.133, 0.087, 0.139]
}

=====

# 3
{
  "formula": "C4H6BrF2NO",
  "method": "the ωB97M-V functional and the def2-TZVPD basis",
  "charge": 0,
  "lumo_energy_ev": 0.431,
  "relative_energy_kcal_mol": 0.0,
  "homo_energy_ev": -9.92,
  "species": ["C", "N", "C", "C", "O", "C", "F", "F", "Br", "H", "H", "H", "H", "H", "H"],
  "positions_angstrom": [[1.443, 0.225, 0.173], [0.079, -0.300, 0.381], [-0.086, -0.837, 1.684], [-1.011, -0.040, -0.334], [-2.093, -0.461, 0.015], [-0.821, 0.774, -1.648], [0.159, 1.737, -1.583], [-1.903, 1.295, -2.223], [-0.308, -0.540, -3.002], [2.015, -0.194, 0.950], [1.689, -0.206, -0.775], [1.516, 1.421, 0.146], [0.172, -1.862, 1.915], [0.423, -0.243, 2.435], [-1.275, -0.770, 1.865]],
  "forces_ev_per_a": [[-1.5, 2.4, -1.3], [2.2, 0.8, 0.6], [-4.3, 0.1, 1.9], [-0.8, 0.3, 0.2], [-0.7, 0.4, -1.0], [0.9, -0.4, -1.3], [-1.3, -0.6, 0.0], [-0.2, 0.6, 1.4], [0.6, -0.4, 0.0], [1.0, -0.3, 0.7], [1.1, 0.2, -0.6], [-0.1, -2.9, 0.2], [0.3, -0.5, -0.8], [0.0, 0.4, 0.0], [2.8, -0.2, 0.1]],
  "lowdin_charge": [-0.028, -0.149, -0.065, -0.502, 0.072, -0.781, 0.014, 0.046, 0.814, 0.065, 0.057, 0.143, 0.087, 0.085, 0.142]
}

=====

# 4
{
  "formula": "C4H6BrI2N4O2P",
  "method": "the ωB97M-V functional and the def2-TZVPD basis",
  "charge": 0,
  "lumo_energy_ev": -0.655,
  "homo_energy_ev": -7.63,
  "species": ["O", "C", "I", "C", "N", "C", "N", "C", "N", "P", "O", "I", "N", "H", "H", "H", "H", "H", "H", "Br"],
  "positions_angstrom": [[-2.195, -0.282, -4.005], [-2.365, -0.331, -2.849], [-4.363, -0.382, -2.060], [-1.196, -0.389, -1.890], [-1.546, -0.364, -0.496], [-0.625, -0.159, 0.458], [-0.883, -0.138, 1.765], [0.277, 0.153, 2.348], [1.292, 0.202, 1.446], [2.999, 0.457, 1.684], [3.472, -0.898, 0.885], [3.399, 2.065, -0.110], [0.687, 0.049, 0.207], [-0.678, -1.316, -2.148], [-0.548, 0.446, -2.150], [-2.486, -0.539, -0.183], [0.454, 0.209, 3.402], [2.929, -1.631, 1.205], [1.225, 0.112, -0.639], [0.150, 2.736, 3.132]],
  "forces_ev_per_a": [[0.1, 0.0, -1.0], [-0.2, 0.1, 0.6], [-0.1, 0.0, 0.1], [-0.2, -0.3, 0.5], [0.6, 0.2, 0.2], [0.1, 0.1, 0.1], [0.0, -0.2, -0.2], [-0.1, 0.5, -0.2], [-0.1, -0.2, -0.2], [-0.2, 0.2, 0.2], [0.0, 0.1, -0.1], [0.1, 0.0, 0.0], [-0.5, -0.2, 0.4], [0.1, -0.1, -0.1], [0.0, 0.2, -0.1], [-0.1, 0.0, 0.0], [0.0, -0.2, 0.1], [0.2, -0.2, 0.0], [0.1, 0.1, -0.1], [0.1, 0.0, -0.2]],
  "lowdin_charge": [0.048, -0.817, 0.906, -0.178, 0.053, -0.355, 0.150, -0.380, -0.348, 0.542, -0.412, 0.439, 0.110, 0.143, 0.139, 0.054, 0.051, 0.050, 0.096, -0.289]
}

=====

What did the fourth record say?
{
  "formula": "C4H6BrI2N4O2P",
  "method": "the ωB97M-V functional and the def2-TZVPD basis",
  "charge": 0,
  "lumo_energy_ev": -0.655,
  "homo_energy_ev": -7.63,
  "species": ["O", "C", "I", "C", "N", "C", "N", "C", "N", "P", "O", "I", "N", "H", "H", "H", "H", "H", "H", "Br"],
  "positions_angstrom": [[-2.195, -0.282, -4.005], [-2.365, -0.331, -2.849], [-4.363, -0.382, -2.060], [-1.196, -0.389, -1.890], [-1.546, -0.364, -0.496], [-0.625, -0.159, 0.458], [-0.883, -0.138, 1.765], [0.277, 0.153, 2.348], [1.292, 0.202, 1.446], [2.999, 0.457, 1.684], [3.472, -0.898, 0.885], [3.399, 2.065, -0.110], [0.687, 0.049, 0.207], [-0.678, -1.316, -2.148], [-0.548, 0.446, -2.150], [-2.486, -0.539, -0.183], [0.454, 0.209, 3.402], [2.929, -1.631, 1.205], [1.225, 0.112, -0.639], [0.150, 2.736, 3.132]],
  "forces_ev_per_a": [[0.1, 0.0, -1.0], [-0.2, 0.1, 0.6], [-0.1, 0.0, 0.1], [-0.2, -0.3, 0.5], [0.6, 0.2, 0.2], [0.1, 0.1, 0.1], [0.0, -0.2, -0.2], [-0.1, 0.5, -0.2], [-0.1, -0.2, -0.2], [-0.2, 0.2, 0.2], [0.0, 0.1, -0.1], [0.1, 0.0, 0.0], [-0.5, -0.2, 0.4], [0.1, -0.1, -0.1], [0.0, 0.2, -0.1], [-0.1, 0.0, 0.0], [0.0, -0.2, 0.1], [0.2, -0.2, 0.0], [0.1, 0.1, -0.1], [0.1, 0.0, -0.2]],
  "lowdin_charge": [0.048, -0.817, 0.906, -0.178, 0.053, -0.355, 0.150, -0.380, -0.348, 0.542, -0.412, 0.439, 0.110, 0.143, 0.139, 0.054, 0.051, 0.050, 0.096, -0.289]
}